153
Properties=species:S:1:pos:R:3 method="wB97M-V/def2-TZVPD" total_energy_ev=-154077.7489 lumo_energy_ha=-0.0672 spin_multiplicity=1 smiles="O=C1C=CC(=O)C=C1.O=C1C=CC(=O)C=C1.O=C1C=CC(=O)C=C1.O=C1C=CC(=O)C=C1.O=C1C=CC(=O)C=C1.O=C1C=CC(=O)C=C1.O=C1C=CC(=O)C=C1.O=C1C=CC(=O)C=C1.O=C1C=CC(=O)C=C1.CCOS(C)(=O)=O.CCOS(C)(=O)=O.CCOS(C)(=O)=O" gap_ev=8.09 homo_ha=-0.3643
C 15.29 12.76 14.90
C 14.33 11.98 15.35
C 14.35 10.54 14.97
O 13.46 9.73 15.32
C 15.38 10.14 14.00
C 16.33 10.99 13.54
C 16.42 12.40 14.02
O 17.34 13.22 13.89
H 15.23 13.77 15.24
H 13.62 12.34 16.05
H 15.27 9.09 13.67
H 17.14 10.62 12.90
C 13.58 12.57 11.47
C 12.86 11.49 11.56
C 13.41 10.19 11.13
O 12.80 9.18 11.46
C 14.70 10.17 10.42
C 15.37 11.27 10.27
C 14.80 12.59 10.70
O 15.35 13.63 10.41
H 13.22 13.54 11.94
H 11.88 11.41 11.99
H 14.99 9.19 9.90
H 16.34 11.28 9.69
C 8.20 16.74 9.61
C 8.86 16.48 8.49
C 9.87 15.31 8.41
O 10.25 14.76 7.43
C 10.30 14.90 9.78
C 9.72 15.31 10.91
C 8.53 16.11 10.89
O 7.83 16.17 11.89
H 7.39 17.50 9.63
H 8.71 17.02 7.49
H 11.26 14.32 9.75
H 10.19 15.01 11.86
C 13.86 15.46 20.94
C 13.69 14.27 20.31
C 14.14 14.09 18.86
O 13.87 13.06 18.22
C 14.97 15.13 18.23
C 15.16 16.27 18.84
C 14.60 16.50 20.21
O 14.77 17.60 20.76
H 13.55 15.71 21.98
H 13.27 13.41 20.86
H 15.29 14.90 17.21
H 15.70 17.19 18.44
C 17.13 21.57 14.67
C 17.63 22.84 14.59
C 19.04 22.97 14.05
O 19.64 23.99 14.30
C 19.64 21.87 13.24
C 19.09 20.67 13.26
C 17.83 20.47 14.04
O 17.31 19.34 14.14
H 16.23 21.34 15.21
H 17.11 23.58 15.13
H 20.44 22.19 12.64
H 19.41 19.77 12.68
C 11.22 13.51 16.64
C 10.65 12.84 15.59
C 9.75 13.50 14.70
O 9.31 12.89 13.75
C 9.43 14.96 14.88
C 9.92 15.60 15.91
C 10.82 14.89 16.85
O 11.22 15.37 17.94
H 11.89 13.16 17.40
H 10.75 11.74 15.55
H 8.75 15.47 14.23
H 9.76 16.66 16.04
C 19.38 16.59 14.76
C 19.39 15.27 14.75
C 20.67 14.49 14.97
O 20.55 13.30 14.96
C 21.94 15.32 15.11
C 21.95 16.66 15.03
C 20.65 17.36 15.02
O 20.62 18.56 15.26
H 18.47 17.18 14.55
H 18.51 14.60 14.70
H 22.86 14.80 15.20
H 22.84 17.22 15.12
C 14.91 17.24 10.35
C 16.16 16.93 10.66
C 17.02 18.08 11.04
O 18.16 17.90 11.31
C 16.47 19.47 10.88
C 15.25 19.73 10.57
C 14.27 18.58 10.38
O 13.11 18.79 10.28
H 14.28 16.41 10.05
H 16.61 15.97 10.45
H 17.26 20.15 11.15
H 14.85 20.69 10.53
C 17.41 11.76 19.90
C 17.44 10.87 18.88
C 17.62 11.32 17.51
O 17.23 10.65 16.57
C 18.17 12.64 17.29
C 18.02 13.56 18.21
C 17.66 13.20 19.62
O 17.70 14.08 20.46
H 17.30 11.64 20.99
H 17.19 9.84 19.13
H 18.56 12.82 16.30
H 18.30 14.60 18.12
O 10.21 18.91 17.13
S 11.21 19.49 17.94
O 11.90 20.62 17.45
O 10.61 19.89 19.33
C 10.13 21.25 19.66
C 8.76 21.35 19.15
C 12.44 18.52 18.38
H 10.84 21.89 19.11
H 10.24 21.36 20.73
H 8.49 22.43 19.16
H 8.02 20.78 19.73
H 8.68 21.06 18.09
H 13.01 19.02 19.21
H 13.04 18.46 17.43
H 12.10 17.46 18.60
O 13.45 16.70 15.94
S 13.68 16.31 14.57
O 13.19 15.02 14.07
O 13.08 17.39 13.63
C 12.70 18.62 14.27
C 13.92 19.50 14.64
C 15.41 16.35 14.19
H 11.96 18.37 15.08
H 12.13 19.10 13.51
H 14.66 19.60 13.87
H 14.32 19.01 15.47
H 13.59 20.44 15.00
H 15.86 17.18 14.75
H 15.57 16.50 13.11
H 15.69 15.41 14.69
O 16.33 22.10 18.28
S 16.57 20.75 18.67
O 15.85 19.80 17.86
O 18.12 20.35 18.52
C 19.05 20.91 17.56
C 20.38 20.57 18.08
C 16.30 20.46 20.34
H 18.98 21.99 17.52
H 18.90 20.47 16.56
H 21.24 20.75 17.35
H 20.35 19.49 18.31
H 20.56 21.14 19.02
H 15.21 20.65 20.41
H 16.91 21.15 20.98
H 16.45 19.35 20.60